{"formula": "C21H46BeBr6ClCsFKMgNO3P", "method": "the ωB97M-V functional and the def2-TZVPD basis", "e_tot_ev": -497637.019, "e_homo_ha": -0.232, "largest_force_ev_per_a": 6.2, "elements": ["C", "C", "C", "C", "P", "C", "C", "C", "C", "C", "C", "C", "C", "O", "C", "C", "C", "C", "Br", "N", "C", "C", "H", "H", "H", "H", "H", "H", "H", "H", "H", "H", "H", "H", "H", "H", "H", "H", "H", "H", "H", "H", "H", "H", "H", "H", "H", "H", "H", "H", "H", "H", "H", "H", "H", "H", "H", "H", "H", "H", "H", "H", "H", "H", "Mg", "F", "Be", "C", "Br", "Br", "Br", "H", "Cl", "Br", "Cs", "C", "C", "O", "O", "H", "H", "H", "K", "Br"], "coordinates": [[-4.391, -2.007, 3.066], [-4.537, -2.138, 1.546], [-4.279, -0.812, 0.787], [-3.402, -1.008, -0.491], [-1.446, -1.370, -0.286], [-1.088, 0.313, -1.088], [-1.815, 1.548, -0.571], [-1.034, 2.605, 0.204], [0.090, 3.169, -0.623], [1.032, 3.922, 0.343], [2.484, 4.097, -0.223], [3.522, 3.205, 0.416], [3.528, 3.301, 1.927], [4.814, 3.033, 2.452], [5.238, 1.704, 2.258], [-1.361, -0.774, 1.541], [0.024, -0.990, 2.137], [0.213, -2.506, 2.248], [1.490, -0.051, 1.305], [-1.354, -2.124, -1.958], [-1.064, -3.509, -1.927], [-0.120, -3.844, -3.126], [-5.205, -2.495, 3.582], [-3.482, -2.503, 3.372], [-4.341, -0.976, 3.383], [-5.538, -2.527, 1.318], [-3.790, -2.835, 1.189], [-5.317, -0.489, 0.463], [-4.005, -0.006, 1.444], [-3.617, -0.196, -1.189], [-3.778, -1.918, -1.022], [-0.055, -1.724, -0.177], [-1.831, -2.737, 0.261], [-1.426, 0.171, -2.107], [-0.028, 0.483, -1.197], [-2.179, 2.114, -1.429], [-2.705, 1.321, 0.046], [-0.751, 2.243, 1.189], [-1.750, 3.409, 0.373], [0.713, 2.419, -1.098], [-0.315, 3.860, -1.399], [1.028, 3.372, 1.274], [0.605, 4.907, 0.624], [2.543, 4.009, -1.324], [2.794, 5.146, 0.000], [4.486, 3.559, 0.065], [3.457, 2.191, 0.047], [2.826, 2.617, 2.405], [3.292, 4.306, 2.268], [5.625, 1.295, 3.183], [6.032, 1.682, 1.519], [4.444, 1.052, 1.907], [-1.918, -1.506, 2.124], [-1.818, 0.179, 1.787], [-0.016, -0.624, 3.153], [-0.388, -2.833, 3.090], [-0.157, -3.007, 1.371], [1.310, -2.837, 2.415], [-2.103, -1.872, -2.586], [-2.025, -4.053, -2.098], [-0.523, -3.812, -1.036], [-0.448, -4.685, -3.733], [0.849, -4.130, -2.725], [0.040, -2.947, -3.702], [-5.506, -1.706, -0.936], [5.227, 3.100, -1.769], [-4.850, 1.673, -0.683], [6.228, -4.381, 3.456], [6.236, -3.869, 1.608], [4.805, -3.537, 4.425], [6.175, -6.295, 3.661], [7.156, -4.042, 3.886], [-1.452, 4.600, -2.881], [2.315, -4.503, 2.306], [1.760, 6.581, -0.649], [-0.253, 1.983, -4.998], [-0.006, 0.624, -4.178], [0.826, 0.995, -3.373], [-0.601, -0.382, -4.500], [0.262, 2.872, -4.625], [-0.004, 1.831, -6.049], [-1.490, 2.201, -4.818], [-1.174, -5.632, -1.062], [-2.734, 2.502, -5.789]], "atomic_forces_ev_per_a": [[-0.18, -0.39, -0.19], [0.91, 0.60, 0.33], [-1.10, -1.15, -0.80], [-1.28, -0.06, 0.81], [1.76, 0.36, 0.02], [-1.18, 0.07, -0.03], [0.07, 0.57, -0.08], [-0.77, -0.34, -0.47], [0.97, 1.06, 1.03], [0.27, 0.08, -0.79], [0.19, -0.49, 1.08], [0.01, 0.31, 0.08], [0.38, -0.44, 0.13], [-0.11, 0.25, 0.41], [0.32, -0.07, -0.25], [-0.25, -0.36, -0.28], [-0.92, -0.60, 0.63], [1.23, 0.82, 0.21], [0.20, 0.17, -0.19], [-0.05, 0.51, 1.61], [-0.35, 2.21, -3.16], [0.24, -0.68, 0.81], [-0.24, -0.05, 0.20], [0.29, -0.02, 0.21], [-0.05, 0.28, 0.12], [-0.22, -0.21, -0.18], [-0.01, -0.45, -0.09], [0.55, 0.86, 0.83], [0.47, 0.22, 0.05], [0.34, 0.19, -0.31], [1.53, -0.56, -0.12], [-0.16, -0.14, -0.15], [-0.29, 0.03, -0.24], [-0.08, -0.12, -0.26], [0.37, -0.19, 0.43], [-0.27, 0.01, -0.31], [-0.07, -0.24, 0.05], [0.42, -0.18, 0.09], [-0.10, 0.28, 0.20], [-0.09, -0.36, -0.16], [0.47, -0.85, 0.62], [0.48, -0.13, 0.31], [-0.30, -0.69, 0.12], [-0.10, -0.09, 0.31], [1.70, -3.92, 1.00], [0.30, -0.16, -0.37], [-0.10, -0.33, -0.03], [-0.33, -0.10, 0.02], [-0.10, 0.31, 0.00], [0.05, 0.00, 0.34], [0.15, -0.06, -0.26], [-0.29, -0.10, -0.03], [-0.46, -0.03, 0.02], [0.31, 0.48, -0.20], [0.35, 0.40, 0.19], [0.03, -0.25, 0.35], [0.13, -0.27, -0.27], [-1.79, 0.90, -0.12], [0.13, -0.09, -0.42], [0.15, 0.28, 0.28], [-0.15, 1.82, 0.32], [-0.23, 0.02, -0.36], [0.35, 0.03, -0.02], [-0.18, 0.15, -0.36], [-1.15, 0.43, -0.47], [-0.15, 0.25, -0.02], [-0.23, 0.23, -0.39], [-0.10, 0.04, 0.00], [0.01, 0.03, -0.06], [0.27, 0.14, 0.27], [0.01, -0.07, 0.00], [0.07, 0.00, 0.02], [-0.46, 0.45, -0.66], [0.59, -1.57, -0.45], [-2.41, 5.19, -2.43], [1.40, 0.77, -0.64], [-1.58, -0.97, 0.25], [0.88, 0.47, -0.32], [0.03, 0.06, -0.16], [-0.77, 0.29, 0.19], [0.12, -0.26, 0.02], [-0.46, -0.27, 0.63], [0.21, -4.29, 1.51], [0.35, 0.03, -0.05]]}

{"formula": "C21H46ClO10P", "method": "the ωB97M-V functional and the def2-TZVPD basis", "e_tot_ev": -64805.635, "de_lowest_kj_mol": 35.7, "e_homo_ha": -0.335, "largest_force_ev_per_a": 1.7, "elements": ["C", "C", "C", "Cl", "C", "C", "C", "C", "C", "O", "C", "O", "C", "O", "C", "O", "C", "C", "O", "P", "O", "H", "H", "H", "H", "H", "H", "H", "H", "H", "H", "H", "H", "H", "H", "H", "H", "H", "H", "H", "H", "H", "H", "H", "H", "H", "H", "C", "O", "C", "C", "O", "C", "H", "H", "H", "H", "H", "H", "H", "H", "H", "H", "C", "O", "C", "C", "O", "C", "H", "H", "H", "H", "H", "H", "H", "H", "H", "H"], "coordinates": [[6.036, -0.507, 2.160], [5.348, -0.756, 3.508], [4.716, -2.131, 3.712], [5.823, -3.465, 3.298], [3.306, -2.242, 3.065], [2.867, -3.684, 2.820], [1.453, -3.868, 2.213], [0.423, -4.432, 3.222], [1.551, -4.867, 1.035], [3.141, -1.386, 1.934], [3.419, -1.917, 0.720], [4.216, -2.804, 0.504], [2.625, -1.289, -0.412], [1.769, -0.256, 0.005], [0.401, -0.531, -0.147], [-0.325, 0.450, 0.505], [0.290, 0.916, 1.714], [-0.806, 1.388, 2.656], [-0.220, 2.058, 3.759], [2.145, -1.488, 4.337], [2.017, -0.013, 4.208], [5.405, 0.111, 1.527], [6.943, 0.067, 2.334], [6.332, -1.418, 1.656], [6.107, -0.669, 4.285], [4.602, 0.007, 3.721], [4.557, -2.233, 4.783], [3.579, -4.173, 2.166], [2.936, -4.223, 3.766], [1.082, -2.938, 1.786], [-0.177, -5.216, 2.774], [-0.280, -3.647, 3.502], [0.893, -4.768, 4.140], [2.505, -4.810, 0.520], [0.729, -4.728, 0.335], [1.446, -5.881, 1.419], [3.347, -0.849, -1.099], [2.128, -2.094, -0.952], [0.112, -0.518, -1.201], [0.152, -1.528, 0.250], [0.956, 1.735, 1.463], [0.837, 0.126, 2.224], [-1.490, 2.056, 2.145], [-1.335, 0.492, 2.992], [0.356, 1.431, 4.201], [2.673, -1.816, 5.601], [0.883, -2.083, 4.164], [-3.038, 1.816, -0.477], [-4.000, 2.776, -0.072], [-4.451, 3.591, -1.142], [-5.799, 3.146, -1.662], [-5.736, 1.860, -2.265], [-6.223, 0.827, -1.427], [-2.915, 1.101, 0.332], [-3.360, 1.280, -1.375], [-2.073, 2.296, -0.666], [-3.717, 3.598, -1.954], [-4.541, 4.613, -0.761], [-6.122, 3.853, -2.434], [-6.544, 3.158, -0.861], [-7.317, 0.857, -1.378], [-5.812, 0.898, -0.418], [-5.920, -0.122, -1.866], [-3.658, 2.504, -4.856], [-2.720, 3.546, -4.616], [-1.545, 3.102, -3.959], [-0.391, 2.924, -4.920], [-0.626, 1.872, -5.841], [-1.049, 2.323, -7.115], [-4.405, 2.885, -5.551], [-3.181, 1.627, -5.299], [-4.155, 2.223, -3.925], [-1.735, 2.168, -3.420], [-1.274, 3.867, -3.224], [0.505, 2.662, -4.349], [-0.192, 3.862, -5.447], [-0.208, 2.755, -7.668], [-1.849, 3.063, -7.036], [-1.421, 1.459, -7.662]], "atomic_forces_ev_per_a": [[-0.12, 0.51, 0.30], [0.77, -0.31, 0.02], [-0.61, 0.45, -0.12], [0.17, -0.01, -0.01], [0.35, -0.53, 0.92], [-0.45, -0.10, -0.05], [0.20, -1.02, -0.31], [-0.20, 1.06, -0.21], [-0.10, -0.06, 0.30], [-0.28, -0.53, -0.43], [0.59, -0.64, -0.47], [-0.73, 0.90, 0.36], [0.24, 0.76, 0.20], [0.22, -0.29, -0.39], [-0.35, 0.01, 0.12], [0.09, -0.05, -0.10], [-0.60, 0.10, 0.04], [0.65, -0.39, 0.08], [-0.50, 0.29, -0.21], [-0.03, 1.56, -0.63], [0.01, 0.07, 0.20], [-0.07, -0.16, -0.28], [0.08, 0.05, -0.03], [-0.13, -0.15, -0.13], [0.01, 0.01, 0.12], [-0.18, 0.04, -0.04], [0.14, -0.26, 0.09], [0.20, 0.12, 0.10], [0.02, 0.06, 0.19], [0.04, 0.27, 0.19], [0.04, -0.25, 0.05], [-0.13, -0.05, 0.15], [0.03, -0.31, 0.03], [-0.03, 0.15, -0.23], [-0.03, 0.07, -0.13], [0.16, -0.13, 0.01], [0.16, -0.14, -0.09], [-0.17, -0.14, 0.03], [-0.04, 0.09, -0.11], [0.21, -0.13, 0.22], [0.24, 0.07, 0.16], [0.22, 0.03, -0.22], [-0.13, 0.20, 0.09], [-0.40, 0.06, -0.01], [0.41, -0.20, 0.11], [-0.20, -0.66, -0.13], [0.28, -0.46, 0.24], [-0.03, 0.06, 0.04], [-0.05, -0.13, -0.13], [0.01, 0.08, 0.24], [0.02, 0.03, -0.27], [-0.03, -0.03, 0.20], [0.00, -0.02, -0.07], [0.02, 0.04, 0.05], [0.01, 0.01, -0.01], [0.02, -0.05, -0.03], [-0.02, 0.02, -0.04], [-0.01, 0.01, -0.03], [-0.02, 0.00, 0.01], [0.02, -0.01, 0.04], [0.00, 0.00, 0.06], [0.00, 0.01, 0.01], [-0.01, 0.01, -0.04], [0.00, 0.05, 0.07], [0.03, -0.09, -0.09], [-0.09, 0.24, 0.02], [0.11, -0.21, 0.05], [-0.08, 0.06, -0.03], [0.03, -0.04, 0.00], [0.02, 0.06, 0.01], [0.02, 0.01, 0.00], [-0.02, -0.13, -0.06], [0.01, -0.03, -0.01], [0.03, -0.03, 0.02], [0.00, 0.03, 0.01], [-0.03, 0.02, -0.01], [-0.03, 0.05, -0.02], [0.00, 0.01, 0.00], [0.03, -0.03, 0.01]]}

{"formula": "C21H46InNO2P3", "method": "the ωB97M-V functional and the def2-TZVPD basis", "e_tot_ev": -61124.167, "de_lowest_kj_mol": 0.0, "e_homo_ha": -0.538, "largest_force_ev_per_a": 2.6, "charge": 3, "elements": ["In", "P", "P", "P", "H", "C", "C", "H", "C", "C", "C", "C", "C", "C", "C", "C", "C", "H", "H", "H", "H", "H", "H", "H", "H", "H", "H", "H", "H", "H", "H", "H", "H", "H", "H", "H", "H", "H", "H", "H", "H", "H", "H", "H", "H", "H", "C", "C", "C", "C", "C", "C", "O", "H", "H", "H", "H", "H", "H", "C", "N", "C", "C", "C", "O", "H", "H", "H", "H", "H", "H", "H", "H", "H"], "coordinates": [[0.800, 0.323, -0.022], [1.333, -0.394, -2.280], [0.491, 3.031, -0.203], [-0.338, -1.583, 1.262], [-2.870, 2.597, 1.206], [-2.837, 1.849, 2.003], [-2.272, 2.083, 3.206], [-1.797, 3.031, 3.455], [-0.118, -0.398, -3.343], [2.553, 0.723, -2.975], [1.992, -2.068, -2.176], [-0.261, 4.149, 1.038], [2.195, 3.692, -0.356], [-0.287, 3.589, -1.767], [-1.347, -1.385, 2.761], [0.960, -2.813, 1.640], [-1.452, -2.449, 0.117], [-3.303, 0.892, 1.749], [-2.185, 1.304, 3.961], [0.233, -0.649, -4.350], [-0.613, 0.582, -3.348], [-0.830, -1.149, -2.979], [2.946, 0.198, -3.851], [3.352, 0.920, -2.249], [2.080, 1.668, -3.266], [2.513, -2.230, -3.125], [1.181, -2.795, -2.046], [2.696, -2.155, -1.337], [-0.603, 5.081, 0.559], [0.482, 4.406, 1.803], [-1.115, 3.661, 1.527], [2.198, 4.676, -0.854], [2.818, 2.997, -0.937], [2.637, 3.788, 0.647], [-0.161, 4.675, -1.907], [-1.362, 3.361, -1.740], [0.162, 3.065, -2.625], [-1.984, -2.276, 2.876], [-1.979, -0.487, 2.690], [-0.699, -1.292, 3.641], [0.489, -3.732, 2.017], [1.650, -2.411, 2.396], [1.529, -3.043, 0.729], [-1.820, -3.370, 0.592], [-0.951, -2.703, -0.827], [-2.306, -1.796, -0.110], [-3.720, -2.777, -3.033], [-4.534, -2.728, -4.191], [-5.918, -2.735, -4.020], [-6.473, -2.789, -2.739], [-5.662, -2.917, -1.616], [-4.281, -2.993, -1.773], [-2.355, -2.544, -3.040], [-2.049, -2.344, -3.947], [-4.071, -2.674, -5.177], [-6.572, -2.693, -4.886], [-7.547, -2.727, -2.620], [-6.072, -2.965, -0.616], [-3.604, -3.171, -0.946], [4.751, 0.782, 4.200], [4.337, 0.748, 2.801], [5.406, 0.812, 1.799], [3.056, 0.653, 2.428], [1.966, 0.616, 3.463], [2.809, 0.611, 1.168], [5.843, 0.843, 4.197], [4.445, -0.122, 4.753], [4.344, 1.659, 4.728], [4.973, 0.730, 0.799], [5.943, 1.767, 1.906], [6.117, -0.008, 1.975], [1.193, 1.364, 3.222], [1.520, -0.394, 3.494], [2.358, 0.835, 4.469]], "atomic_forces_ev_per_a": [[0.40, 1.51, 2.06], [-0.15, -0.08, -0.27], [0.29, 1.11, -0.33], [-0.41, -1.04, 0.17], [-0.18, -0.10, 0.39], [0.55, 0.04, 0.69], [0.00, -0.38, -1.21], [-0.28, -0.11, -0.01], [0.04, 0.01, 0.08], [0.17, -0.12, 0.03], [0.18, 0.07, -0.10], [-0.30, -0.39, 0.44], [0.29, -0.41, 0.10], [-0.29, -0.65, -0.17], [0.07, 0.41, 0.21], [0.17, 0.34, 0.04], [0.09, 0.38, -0.27], [0.04, 0.32, 0.20], [-0.31, 0.22, -0.03], [-0.20, 0.04, 0.02], [0.18, -0.19, -0.08], [0.12, 0.18, -0.05], [0.19, 0.37, -0.06], [-0.06, -0.11, -0.29], [0.13, -0.24, -0.03], [0.00, -0.38, 0.17], [0.18, 0.16, -0.15], [-0.04, 0.02, -0.34], [0.21, -0.41, -0.02], [-0.14, -0.12, -0.15], [0.35, 0.31, -0.22], [-0.16, -0.36, 0.23], [-0.10, 0.28, 0.14], [-0.10, -0.03, -0.35], [0.08, -0.39, 0.23], [0.27, 0.09, -0.09], [-0.16, 0.22, 0.20], [0.28, 0.23, -0.11], [0.26, -0.43, -0.01], [-0.18, 0.00, -0.16], [0.10, 0.27, -0.08], [-0.17, -0.24, -0.21], [-0.16, -0.01, 0.27], [0.17, 0.26, -0.07], [-0.23, 0.03, 0.24], [0.19, -0.21, 0.01], [-1.31, -0.04, -0.24], [0.71, 0.14, 0.97], [0.22, -0.15, 0.26], [-0.05, 0.14, -0.04], [0.32, -0.27, -0.31], [0.15, 0.46, -0.56], [0.76, -0.03, -0.88], [-0.60, -0.49, 0.42], [-0.20, 0.07, 0.19], [0.14, 0.01, 0.11], [0.06, -0.06, -0.03], [-0.18, -0.14, -0.10], [-0.30, 0.08, 0.00], [0.20, 0.05, 0.73], [-1.52, -0.17, -0.44], [0.28, 0.02, -0.14], [1.47, 0.16, -0.13], [0.13, 0.03, 0.31], [-1.66, -0.29, -0.47], [-0.29, -0.01, 0.21], [0.19, 0.27, -0.35], [0.26, -0.23, -0.28], [0.27, 0.04, 0.35], [-0.20, -0.31, -0.05], [-0.25, 0.24, -0.07], [0.20, -0.33, 0.00], [0.13, 0.43, -0.05], [-0.32, -0.11, -0.47]]}